Computed, not measured: 6 unconnected molecules or ions with the total composition C21H52BrN5O5PS5 at a distorted geometry, with ωB97M-V/def2-TZVPD.

Each line ends with the Löwdin charge.
Positions of all 90 atoms, in Å:
Br 3.58101 2.55025 7.18711  0.761
S -0.99173 -2.61483 2.27598  0.826
S 0.54992 1.17081 -3.40780  0.801
S -3.56528 -4.06367 -7.89226  0.812
S -6.29370 1.47560 -2.68086  0.804
S -4.21661 -2.03668 -2.38585  0.826
P 2.65004 1.50892 0.01995  0.748
O -6.44283 0.14332 -3.32474  -0.568
O 0.02308 -1.55479 2.56201  -0.593
O -2.89464 -2.38632 -1.77166  -0.577
O 0.45867 2.15262 -2.28640  -0.588
O -3.51576 -3.30217 -6.61467  -0.567
N 2.58582 3.05581 -0.17978  -0.284
N 2.03459 2.05055 2.72175  0.010
N 6.16285 -0.55244 6.66321  0.007
N 3.01937 3.14959 4.48236  0.121
N 4.06159 1.25076 3.43798  0.037
C 3.94855 3.53609 5.52622  -0.624
C 2.33391 0.96251 1.75687  -0.328
C 5.46791 -0.66100 4.27129  -0.169
C 0.76239 2.09948 3.20598  -0.141
C -3.83231 -1.14057 -3.89118  -0.275
C -2.24394 -2.47389 3.55412  -0.269
C 4.56648 0.52106 4.64338  -0.176
C 3.06116 2.14927 3.62191  -0.258
C -0.52596 1.76496 -4.71165  -0.259
C 6.59650 -0.81794 5.28846  -0.274
C -7.73057 1.71424 -1.63237  -0.265
C -6.74349 2.70302 -3.91143  -0.264
C -4.81243 -3.51432 -3.20801  -0.259
C -0.39793 2.14467 3.44705  0.179
C 5.41846 3.60567 5.07914  -0.252
C -2.62484 -5.57192 -7.63758  -0.270
C 3.46121 0.22874 2.50330  -0.095
C -1.99257 -2.00645 0.92457  -0.285
C -5.17641 -4.85219 -7.96678  -0.269
C 2.09344 1.49868 -4.26422  -0.261
C 6.44421 3.32110 6.17634  -0.129
H 6.48930 2.27290 6.46207  0.043
H 1.69856 0.81230 -0.73757  -0.001
H 7.42550 3.60926 5.79902  0.084
H 5.60948 3.01193 4.19026  0.101
H -0.39595 1.14183 -5.59592  0.060
H -1.38153 -1.97831 0.02933  0.037
H 2.94918 -0.50394 3.12719  0.134
H -0.28766 2.80483 -4.93397  0.063
H 1.85803 3.25310 -0.86346  -0.057
H 1.44433 0.33001 1.78557  0.098
H -3.40006 -0.18316 -3.60198  0.037
H -6.76621 3.68894 -3.44755  0.055
H 5.20247 1.20329 5.19610  0.054
H 5.27322 -0.99850 6.84946  0.073
H 3.64719 4.53929 5.80154  0.096
H -3.07500 -3.13799 3.31894  0.056
H -5.05931 -4.25085 -2.44524  0.048
H 2.19003 3.72164 4.39945  0.164
H 4.16561 -0.20660 1.80598  0.113
H -4.04205 -3.90669 -3.87158  0.047
H 2.15339 2.55681 -4.51782  0.064
H -1.79579 -2.77117 4.49988  0.048
H -2.73601 -6.21862 -8.50763  0.055
H -5.21218 -5.52052 -8.82678  0.055
H -1.55149 1.68688 -4.35764  0.042
H -5.92409 -4.07037 -8.08016  0.051
H -2.58465 -1.44025 3.61377  0.054
H -2.83085 -2.67722 0.75690  0.049
H 6.84165 -0.93591 7.30615  0.078
H -2.34459 -1.00244 1.16561  0.063
H -8.63632 1.53332 -2.21054  0.061
H -7.66626 1.00054 -0.81407  0.051
H 5.58424 4.64630 4.79778  0.119
H 3.75427 0.24153 5.31099  0.112
H 6.26482 3.95391 7.04252  0.073
H 7.07135 -1.79419 5.16555  0.111
H -1.44581 2.30041 3.56417  0.050
H -5.35527 -5.40446 -7.04423  0.058
H 3.92090 0.95642 -0.26457  0.004
H -2.97847 -6.07510 -6.73773  0.058
H -5.70806 -3.26493 -3.77653  0.060
H -3.11610 -1.71101 -4.48385  0.048
H -7.72429 2.72938 -1.23583  0.055
H 7.36707 -0.08623 5.02936  0.112
H 4.86580 -1.56794 4.21102  0.117
H 5.93426 -0.48651 3.30337  0.117
H -4.74387 -0.97328 -4.45301  0.036
H -1.57951 -5.29568 -7.51916  0.050
H -5.98661 2.68424 -4.69259  0.050
H -7.71663 2.45496 -4.33440  0.061
H 2.91141 1.23458 -3.59687  0.043
H 2.14243 0.88471 -5.16306  0.057

Calculated values
Total charge   +1
Frontier orbital gap   7.62 eV
E_LUMO   -2.34 eV
Electronic energy   -6387.145020 Ha